Here is a cluster of 10 separate species, C45H100ClF8N9O16S8 in total at a distorted geometry from the OMol25 dataset. Energies are from wB97M-V/def2-TZVPD.

Last column: Mulliken charge in e.
CARTESIAN COORDINATES (ANGSTROEM)
C -6.989 2.647 -1.993  -1.31
C -6.143 2.367 -3.216  -0.41
C -6.966 1.406 -4.114  -0.59
C -6.223 0.872 -5.385  -0.75
N -6.867 -0.421 -6.018  0.04
C -6.481 -0.794 -7.443  -0.59
C -7.644 -1.670 -7.952  -0.71
C -8.879 -1.144 -7.294  -0.57
C -8.434 -0.198 -6.135  -0.63
C -6.633 -1.631 -5.092  -0.94
H -6.551 3.521 -1.511  0.40
H -6.746 1.798 -1.354  0.31
H -8.041 2.916 -2.074  0.36
H -5.187 2.019 -2.824  0.35
H -6.040 3.256 -3.838  0.32
H -7.822 2.007 -4.418  0.30
H -7.394 0.565 -3.569  0.37
H -5.179 0.606 -5.218  0.45
H -6.242 1.569 -6.223  0.38
H -5.490 -1.247 -7.474  0.47
H -6.497 0.168 -7.956  0.40
H -7.460 -2.705 -7.664  0.29
H -7.637 -1.674 -9.042  0.44
H -9.569 -1.897 -6.910  0.34
H -9.480 -0.523 -7.957  0.32
H -8.978 -0.321 -5.198  0.42
H -8.614 0.854 -6.356  0.39
H -5.599 -1.966 -5.171  0.39
H -7.230 -2.476 -5.435  0.40
H -7.038 -1.340 -4.122  0.35
C 6.618 8.118 2.343  -1.25
C 6.682 9.181 1.208  -0.74
C 5.537 9.115 0.115  -0.34
C 5.964 9.721 -1.252  -0.74
N 4.810 9.765 -2.319  0.17
C 4.082 8.399 -2.483  -0.81
C 3.458 8.434 -3.866  -0.68
C 4.160 9.520 -4.638  -0.50
C 5.235 10.054 -3.741  -0.74
C 3.859 10.941 -1.867  -0.87
H 6.968 7.140 2.014  0.33
H 5.585 7.906 2.620  0.36
H 7.153 8.413 3.246  0.37
H 7.657 9.260 0.726  0.42
H 6.560 10.177 1.633  0.35
H 4.657 9.623 0.510  0.33
H 5.458 8.055 -0.124  0.33
H 6.779 9.222 -1.776  0.41
H 6.268 10.764 -1.171  0.33
H 3.542 8.271 -1.545  0.60
H 4.826 7.605 -2.533  0.39
H 2.384 8.581 -3.749  0.30
H 3.665 7.499 -4.387  0.35
H 3.596 10.437 -4.809  0.29
H 4.578 9.073 -5.540  0.37
H 5.465 11.115 -3.841  0.49
H 6.159 9.485 -3.848  0.39
H 2.886 10.887 -2.356  0.41
H 4.277 11.926 -2.075  0.33
H 3.715 10.803 -0.796  0.32
C 8.696 -1.322 -5.565  -1.37
C 10.098 -1.518 -5.143  -0.55
C 10.378 -2.363 -3.902  -0.27
C 11.865 -2.348 -3.472  -0.95
N 12.155 -3.221 -2.268  0.39
C 11.088 -3.085 -1.162  -0.88
C 11.806 -3.670 0.077  -0.71
C 13.380 -3.714 -0.131  -0.51
C 13.441 -2.835 -1.456  -0.84
C 12.303 -4.683 -2.720  -0.90
H 8.121 -0.790 -4.807  0.35
H 8.140 -2.259 -5.617  0.35
H 8.756 -0.950 -6.588  0.36
H 10.480 -0.512 -4.970  0.34
H 10.639 -1.911 -6.004  0.36
H 10.055 -3.365 -4.183  0.32
H 9.719 -1.994 -3.116  0.37
H 12.118 -1.332 -3.167  0.40
H 12.465 -2.670 -4.323  0.38
H 10.105 -3.505 -1.373  0.37
H 10.975 -2.021 -0.958  0.56
H 11.504 -4.693 0.304  0.32
H 11.491 -3.128 0.969  0.42
H 13.637 -4.759 -0.308  0.31
H 13.972 -3.366 0.716  0.37
H 14.390 -2.881 -1.991  0.45
H 13.241 -1.792 -1.208  0.52
H 13.391 -4.715 -2.787  0.35
H 11.912 -4.754 -3.735  0.39
H 11.919 -5.419 -2.013  0.28
C -9.108 -4.574 6.297  -1.34
C -8.518 -6.020 6.099  -0.59
C -9.616 -7.066 6.225  -0.38
C -8.904 -8.446 6.155  -0.97
N -9.787 -9.690 5.969  0.24
C -10.842 -9.961 7.083  -0.50
C -9.966 -10.583 8.235  -0.67
C -9.037 -11.537 7.447  -0.57
C -8.867 -10.938 6.053  -0.43
C -10.396 -9.668 4.463  -1.02
H -9.770 -4.259 5.491  0.34
H -8.359 -3.790 6.410  0.39
H -9.644 -4.515 7.244  0.35
H -7.715 -6.051 6.836  0.37
H -8.023 -6.013 5.128  0.35
H -10.178 -7.001 5.293  0.24
H -10.317 -6.978 7.055  0.41
H -8.373 -8.682 7.078  0.46
H -8.194 -8.505 5.330  0.32
H -11.542 -10.678 6.651  0.43
H -11.294 -9.007 7.355  0.31
H -10.576 -11.042 9.014  0.45
H -9.430 -9.821 8.801  0.31
H -9.526 -12.504 7.330  0.32
H -8.097 -11.765 7.948  0.33
H -9.207 -11.660 5.310  0.34
H -7.838 -10.654 5.828  0.29
H -9.613 -9.681 3.705  0.38
H -11.102 -8.854 4.296  0.38
H -10.943 -10.608 4.383  0.47
C -2.349 -1.168 1.425  -1.17
C -1.896 -1.902 0.131  -0.78
C -0.349 -2.033 -0.048  -0.59
C 0.332 -0.712 -0.471  -0.75
N 1.878 -0.664 -0.373  0.37
C 2.284 -0.860 1.086  -0.42
C 2.616 0.533 1.620  -0.67
C 2.161 1.546 0.578  -0.58
C 2.251 0.718 -0.724  -0.60
C 2.571 -1.705 -1.377  -1.01
H -2.051 -0.121 1.489  0.33
H -2.094 -1.737 2.319  0.29
H -3.428 -1.017 1.395  0.39
H -2.426 -1.470 -0.719  0.38
H -2.342 -2.892 0.034  0.41
H -0.090 -2.738 -0.838  0.41
H 0.073 -2.526 0.827  0.43
H -0.117 0.013 0.209  0.24
H 0.087 -0.394 -1.485  0.45
H 3.114 -1.556 1.211  0.37
H 1.544 -1.171 1.824  0.16
H 3.698 0.598 1.737  0.30
H 2.149 0.733 2.585  0.39
H 2.848 2.386 0.476  0.38
H 1.131 1.846 0.770  0.31
H 3.286 0.700 -1.063  0.47
H 1.663 1.081 -1.568  0.32
H 3.643 -1.671 -1.182  0.41
H 2.225 -1.414 -2.369  0.39
H 2.128 -2.652 -1.069  0.39
Cl -0.531 -2.417 -6.436  -0.99
N -11.586 -3.671 -2.065  -0.25
S -12.296 -5.029 -2.271  1.06
O -13.736 -5.112 -1.981  -0.58
O -11.521 -6.278 -2.093  -0.60
F -12.222 -4.961 -3.861  -0.28
S -11.305 -3.882 -0.417  1.08
O -10.229 -4.761 -0.023  -0.55
O -12.461 -3.797 0.428  -0.56
F -10.736 -2.411 0.091  -0.32
N 0.757 1.234 10.027  -0.28
S -0.039 1.469 8.740  1.08
O 0.329 2.595 7.882  -0.55
O -1.350 0.911 8.583  -0.60
F 0.819 0.278 7.983  -0.36
S 0.581 2.816 10.558  1.13
O -0.766 3.388 10.513  -0.56
O 1.743 3.696 10.340  -0.57
F 0.657 2.430 12.145  -0.29
N -0.836 8.726 1.487  -0.19
S -2.102 8.996 0.776  1.04
O -3.317 9.499 1.468  -0.59
O -2.313 8.054 -0.354  -0.62
F -1.556 10.332 0.084  -0.30
S -1.446 7.554 2.590  1.02
O -1.821 6.264 2.029  -0.54
O -2.077 8.098 3.806  -0.52
F 0.040 7.080 3.100  -0.29
N 11.697 2.612 0.100  -0.21
S 11.349 2.866 1.495  1.06
O 10.171 2.155 1.990  -0.58
O 11.698 4.241 1.926  -0.59
F 12.639 2.076 2.184  -0.34
S 10.528 3.696 -0.551  1.05
O 10.873 5.078 -0.702  -0.55
O 9.149 3.378 -0.297  -0.55
F 10.685 3.126 -2.055  -0.29

Output
**Total charge**: 0
**HOMO-LUMO gap**: 5.35 eV